# 1
{
  "formula": "C46H47Cl3GeMnN7O12S",
  "method": "wB97M-V/def2-TZVPD",
  "homo_lumo_gap_ha": [0.1990, 0.2463],
  "s2": 6.05,
  "total_energy_ev": -219718.174,
  "total_charge": -2,
  "multiplicity": 5,
  "elements": ["Mn", "C", "C", "N", "C", "C", "N", "C", "O", "O", "C", "O", "O", "H", "H", "H", "H", "H", "Cl", "Ge", "Cl", "Cl", "O", "S", "O", "O", "C", "N", "C", "C", "C", "N", "C", "C", "C", "N", "C", "C", "H", "H", "H", "H", "H", "H", "O", "C", "C", "C", "C", "C", "C", "N", "H", "H", "H", "H", "H", "H", "H", "H", "H", "H", "H", "C", "C", "C", "C", "C", "C", "C", "C", "C", "C", "O", "O", "H", "H", "H", "H", "H", "H", "H", "H", "H", "H", "H", "C", "C", "C", "C", "C", "C", "N", "C", "C", "C", "C", "C", "C", "C", "O", "O", "C", "C", "H", "H", "H", "H", "H", "H", "H", "H", "H", "H", "H", "H", "H", "H"],
  "xyz": [[0.94, 0.18, 1.23], [-0.87, -1.01, 4.28], [0.32, -0.14, 4.28], [0.95, 0.39, 3.23], [1.98, 1.17, 3.69], [1.98, 1.14, 5.04], [0.93, 0.31, 5.38], [2.80, 1.76, 6.11], [3.75, 2.57, 5.73], [2.54, 1.50, 7.27], [2.86, 1.83, 2.71], [3.67, 2.68, 3.10], [2.65, 1.46, 1.51], [-1.01, -1.47, 3.30], [-1.76, -0.43, 4.53], [-0.76, -1.80, 5.03], [0.71, 0.08, 6.34], [3.78, 2.66, 4.71], [6.11, 0.82, 0.52], [4.40, -0.70, 0.71], [5.72, -2.55, 0.07], [4.55, -1.08, 3.02], [-9.35, 3.36, 2.71], [-8.13, 2.90, 3.35], [-7.09, 3.90, 3.47], [-8.33, 2.08, 4.53], [-7.45, 1.66, 2.21], [-8.33, 0.78, 1.69], [-7.81, -0.22, 1.00], [-6.44, -0.38, 0.81], [-5.63, 0.58, 1.37], [-6.13, 1.59, 2.07], [-4.14, 0.52, 1.26], [-3.50, -0.18, 0.26], [-2.12, -0.23, 0.23], [-1.36, 0.39, 1.13], [-1.98, 1.09, 2.09], [-3.35, 1.19, 2.19], [-8.51, -0.94, 0.58], [-6.04, -1.23, 0.26], [-4.06, -0.69, -0.52], [-1.60, -0.75, -0.56], [-1.33, 1.62, 2.78], [-3.82, 1.78, 2.97], [0.36, 2.43, 1.23], [0.78, 3.26, 0.43], [1.02, 4.68, 0.83], [-0.38, 5.34, 0.64], [-1.07, 5.10, -0.72], [-1.60, 3.66, -0.96], [-0.53, 2.67, -1.47], [0.78, 3.04, -0.90], [1.77, 5.14, 0.19], [1.33, 4.75, 1.87], [-0.26, 6.42, 0.78], [-1.04, 4.98, 1.43], [-0.40, 5.39, -1.54], [-1.92, 5.78, -0.76], [-2.42, 3.70, -1.68], [-2.02, 3.29, -0.02], [-0.43, 2.72, -2.55], [-0.77, 1.66, -1.21], [1.25, 3.75, -1.44], [2.03, -8.05, 0.12], [1.60, -6.63, 0.42], [2.13, -5.93, 1.49], [1.72, -4.64, 1.80], [2.34, -3.91, 2.97], [0.73, -4.05, 1.01], [0.19, -4.72, -0.10], [-0.84, -4.09, -0.99], [0.65, -6.01, -0.37], [0.22, -2.68, 1.36], [-0.97, -2.50, 1.54], [1.16, -1.77, 1.45], [2.91, -8.33, 0.71], [2.27, -8.18, -0.93], [1.23, -8.75, 0.37], [2.90, -6.40, 2.11], [2.97, -4.59, 3.55], [1.58, -3.49, 3.63], [2.97, -3.08, 2.64], [-0.42, -3.25, -1.56], [-1.67, -3.70, -0.41], [-1.22, -4.82, -1.71], [0.23, -6.54, -1.23], [-0.03, 3.89, -5.99], [0.90, 2.99, -5.20], [1.91, 3.56, -4.42], [2.75, 2.76, -3.66], [2.62, 1.38, -3.69], [1.63, 0.80, -4.49], [1.54, -0.59, -4.62], [2.13, -1.53, -3.75], [2.91, -2.54, -4.29], [3.52, -3.49, -3.48], [3.39, -3.42, -2.11], [2.60, -2.42, -1.56], [1.95, -1.50, -2.36], [0.93, -0.61, -1.70], [-0.18, -0.49, -2.19], [1.32, -0.09, -0.56], [0.74, 1.60, -5.22], [-0.37, 0.93, -5.98], [0.29, 4.93, -5.89], [-1.06, 3.82, -5.62], [-0.03, 3.63, -7.05], [2.03, 4.64, -4.41], [3.53, 3.20, -3.04], [3.29, 0.76, -3.11], [1.28, -0.93, -5.52], [3.05, -2.56, -5.37], [4.13, -4.27, -3.93], [3.90, -4.12, -1.46], [2.47, -2.37, -0.48], [-0.87, 0.20, -5.32], [-0.01, 0.38, -6.86], [-1.12, 1.64, -6.32]]
}

# 2
{
  "formula": "C46H48AsN3OPb",
  "method": "wB97M-V/def2-TZVPD",
  "homo_lumo_gap_ha": [0.1100, 0.1100],
  "total_energy_ev": -121077.635,
  "total_charge": -2,
  "multiplicity": 1,
  "elements": ["Pb", "N", "N", "C", "C", "C", "C", "H", "H", "H", "C", "C", "H", "H", "H", "C", "C", "H", "H", "H", "C", "H", "H", "H", "C", "H", "H", "H", "C", "H", "C", "H", "C", "H", "C", "H", "C", "C", "H", "C", "C", "H", "C", "H", "N", "C", "C", "C", "H", "C", "C", "H", "H", "H", "C", "H", "C", "C", "H", "H", "H", "C", "H", "H", "H", "O", "As", "C", "C", "C", "C", "C", "C", "C", "C", "C", "C", "C", "C", "C", "C", "C", "C", "C", "C", "H", "H", "H", "H", "H", "H", "H", "H", "H", "H", "H", "H", "H", "H", "H"],
  "xyz": [[-0.47, 0.03, -0.67], [1.53, -2.98, 1.69], [0.71, -2.19, -2.44], [1.90, 2.53, -1.45], [2.92, 1.60, -1.11], [2.85, 1.37, 0.29], [3.64, 0.40, 1.09], [4.51, 0.06, 0.51], [3.05, -0.48, 1.38], [4.01, 0.88, 2.01], [1.79, 2.15, 0.82], [1.36, 2.17, 2.23], [2.23, 2.35, 2.89], [0.92, 1.20, 2.52], [0.61, 2.94, 2.42], [1.20, 2.87, -0.26], [0.08, 3.83, -0.12], [-0.79, 3.41, 0.41], [-0.27, 4.19, -1.10], [0.41, 4.71, 0.46], [3.87, 0.97, -2.06], [4.74, 1.62, -2.26], [3.39, 0.77, -3.02], [4.25, 0.02, -1.66], [1.63, 3.06, -2.81], [0.58, 3.37, -2.91], [1.83, 2.30, -3.57], [2.27, 3.93, -3.03], [1.10, -3.90, 2.44], [1.67, -4.06, 3.37], [-0.07, -4.70, 2.19], [-0.35, -5.43, 2.93], [-0.72, -4.54, 0.94], [-1.61, -5.21, 0.72], [-0.27, -3.56, 0.11], [-0.73, -3.39, -0.89], [0.76, -2.58, 0.56], [1.03, -1.37, 0.10], [2.17, -1.23, -0.35], [0.24, -1.01, -2.87], [1.48, -2.76, -3.44], [2.09, -3.58, -3.10], [1.34, -2.12, -4.59], [1.63, -2.41, -5.57], [0.58, -1.00, -4.29], [0.40, 0.17, -5.09], [1.48, 0.56, -5.93], [1.35, 1.72, -6.70], [2.20, 2.02, -7.33], [0.19, 2.50, -6.64], [0.07, 3.74, -7.47], [-0.46, 4.53, -6.90], [-0.51, 3.57, -8.40], [1.06, 4.12, -7.77], [-0.83, 2.16, -5.76], [-1.70, 2.80, -5.64], [-0.77, 0.99, -5.00], [-1.91, 0.60, -4.11], [-1.95, -0.47, -3.89], [-2.83, 0.88, -4.60], [-1.89, 1.14, -3.16], [2.79, -0.18, -5.96], [2.70, -1.16, -6.45], [3.26, -0.29, -4.97], [3.46, 0.40, -6.57], [-0.89, -0.45, 1.63], [-1.55, -0.65, 3.17], [-1.96, 1.17, 3.63], [-2.77, 1.91, 2.69], [-3.12, 3.21, 3.05], [-2.71, 3.78, 4.22], [-1.87, 3.06, 5.13], [-1.52, 1.74, 4.78], [-3.16, -1.69, 2.99], [-3.50, -2.27, 1.75], [-4.69, -3.00, 1.66], [-5.53, -3.15, 2.75], [-5.18, -2.57, 3.99], [-4.00, -1.83, 4.09], [-0.30, -1.53, 4.37], [-0.72, -2.71, 5.03], [0.12, -3.30, 5.97], [1.36, -2.74, 6.26], [1.79, -1.58, 5.58], [0.95, -0.99, 4.63], [-3.09, 1.45, 1.77], [-3.77, 3.78, 2.34], [-3.01, 4.80, 4.50], [-1.54, 3.50, 6.04], [-0.88, 1.16, 5.47], [-2.84, -2.14, 0.89], [-4.96, -3.45, 0.69], [-6.45, -3.73, 2.67], [-5.83, -2.68, 4.85], [-3.72, -1.37, 5.05], [-1.69, -3.14, 4.80], [-0.21, -4.20, 6.49], [2.01, -3.19, 7.01], [2.76, -1.14, 5.79], [1.28, -0.09, 4.09]]
}

What is the formula in the first record?
C46H47Cl3GeMnN7O12S

What is the multiplicity in the first record?
5